No. 1
# C51H35I4N6O2PdSe

A molecular structure, C51H35I4N6O2PdSe (wB97M-V/def2-TZVPD, the Open Molecules 2025 dataset).

As for the total energy: -167710.112 eV. Its LUMO energy is -4.39 eV. The net charge is +1.

Each line ends with the Mulliken charge.
Element x y z (Å)
Pd1 -0.33 -1.07 0.33  0.50
I1 -5.06 7.50 -1.71  0.14
C1 -3.98 5.73 -1.49  -0.20
C2 -3.50 5.38 -0.23  -0.93
C3 -2.78 4.20 -0.09  -0.03
C4 -2.55 3.37 -1.19  0.23
C5 -3.04 3.74 -2.44  -0.68
C6 -3.75 4.92 -2.59  -0.77
C7 -1.80 2.11 -1.03  1.37
C8 -0.65 2.09 -0.27  -0.87
C9 0.13 3.26 0.03  -1.72
C10 1.28 2.85 0.62  -1.43
C11 1.17 1.43 0.76  0.39
C12 2.10 0.49 1.50  3.98
C13 3.07 1.24 2.42  -0.03
C14 2.56 2.15 3.35  -0.46
C15 3.40 2.81 4.23  -0.99
C16 4.77 2.57 4.18  -0.20
I2 6.04 3.58 5.49  0.11
C17 5.29 1.66 3.27  -0.92
C18 4.44 1.00 2.40  -0.21
C19 2.95 -1.88 2.37  -1.20
N1 3.10 -1.61 1.13  -0.14
C20 2.76 -0.51 0.56  0.42
C21 3.00 -0.41 -0.91  -0.52
C22 4.29 0.19 -1.33  0.69
C23 4.62 1.48 -0.92  -0.02
C24 5.82 2.05 -1.30  -0.91
C25 6.70 1.33 -2.09  -0.14
I3 8.51 2.19 -2.66  0.13
C26 6.40 0.04 -2.49  -0.73
C27 5.19 -0.53 -2.11  -0.59
C28 2.14 -0.95 -1.78  -0.81
C29 2.29 -1.06 -3.23  -1.33
C30 1.17 -1.64 -3.69  -1.62
C31 0.29 -1.83 -2.54  0.39
N2 0.86 -1.45 -1.43  1.37
C32 -1.14 -2.16 -2.71  1.28
C33 -1.97 -1.09 -2.49  -0.50
C34 -3.35 -0.71 -2.81  -1.71
C35 -3.52 0.54 -2.35  -0.98
C36 -2.25 0.92 -1.72  0.22
N3 -1.37 -0.02 -1.87  0.15
C37 -1.53 -3.49 -3.14  0.61
C38 -0.58 -4.42 -3.58  -0.18
C39 -0.94 -5.71 -3.92  -0.90
C40 -2.26 -6.10 -3.81  -0.06
I4 -2.81 -8.05 -4.29  0.15
C41 -3.22 -5.21 -3.34  -0.97
C42 -2.86 -3.93 -3.00  -0.36
C43 1.21 -0.40 2.40  -1.94
C44 1.59 -1.63 2.81  -0.43
N4 0.06 0.97 0.24  1.88
H1 -3.68 6.01 0.62  0.41
H2 -2.41 3.91 0.88  0.58
H3 -2.86 3.12 -3.30  0.56
H4 -4.12 5.21 -3.57  0.42
H5 -0.13 4.26 -0.28  0.67
H6 2.12 3.46 0.94  0.82
H7 1.50 2.34 3.39  0.42
H8 2.99 3.52 4.94  0.41
H9 6.35 1.47 3.24  0.45
H10 4.86 0.29 1.70  0.56
H11 3.93 2.04 -0.30  0.52
H12 6.06 3.06 -0.99  0.43
H13 7.10 -0.53 -3.08  0.40
H14 4.97 -1.55 -2.39  0.64
H15 3.14 -0.73 -3.80  0.70
H16 0.91 -1.88 -4.71  0.68
H17 -4.08 -1.30 -3.34  0.69
H18 -4.41 1.14 -2.41  0.68
H19 0.47 -4.13 -3.65  0.45
H20 -0.19 -6.41 -4.26  0.41
H21 -4.25 -5.53 -3.22  0.41
H22 -3.60 -3.27 -2.58  0.28
H23 0.46 0.17 2.94  0.83
H24 1.08 -2.22 3.55  0.72
C45 -4.57 1.57 1.67  -0.85
N5 -3.82 0.98 2.77  0.21
C46 -3.86 1.39 4.08  -0.39
C47 -3.06 0.55 4.78  -0.51
N6 -2.55 -0.36 3.89  0.23
C48 -1.74 -1.52 4.24  -1.00
C49 -2.99 -0.08 2.65  -0.14
Se1 -2.72 -1.03 1.05  -0.38
H25 -5.12 2.43 2.06  0.30
H26 -5.27 0.84 1.26  0.36
H27 -3.90 1.89 0.89  0.25
H28 -4.46 2.22 4.41  0.46
H29 -2.84 0.51 5.83  0.48
H30 -1.74 -1.62 5.32  0.36
H31 -0.72 -1.39 3.88  0.20
H32 -2.13 -2.41 3.77  0.37
C50 -1.10 -5.24 0.64  -1.28
C51 -0.79 -3.82 1.07  0.48
O1 -0.61 -3.52 2.24  -0.54
O2 -0.73 -2.99 0.07  -0.20
H33 -1.47 -5.81 1.48  0.37
H34 -0.18 -5.70 0.27  0.30
H35 -1.82 -5.24 -0.18  0.22

---

No. 2
# C9H17NOP

A gas-phase ion, C9H17NOP (charge +1) at a distorted geometry (wB97M-V/def2-TZVPD, the Open Molecules 2025 dataset).

For the energy above the lowest of the compared OMol25 structures with the same formula, charge and spin, the calculation gives 346.7 kJ/mol. As for the total energy: -22424.515 eV. Its LUMO energy is -2.79 eV. The net charge is +1. The SMILES is C[N+](C)(C)C[C@H](O)C1=[PH]=CC=C1.

Each line ends with the Mulliken charge.
Element x y z (Å)
C1 3.58 1.04 -0.02  -0.52
C2 2.51 0.64 -0.89  -0.51
C3 3.82 0.34 1.12  -0.53
C4 1.91 -0.48 -0.31  0.32
C5 -2.55 -0.96 -0.25  -1.14
C6 -1.31 0.15 1.55  -0.93
C7 -2.76 1.49 -0.16  -0.67
C8 -0.64 0.40 -0.83  -1.25
C9 0.64 -0.98 -0.97  -0.02
N1 -1.81 0.33 0.06  0.25
O1 0.14 -1.96 -0.12  -0.54
P1 2.43 -0.87 1.36  -0.05
H1 4.25 1.72 -0.45  0.40
H2 2.32 1.11 -1.91  0.38
H3 4.55 0.65 1.83  0.45
H4 -2.98 -0.75 -1.27  0.48
H5 -1.77 -1.85 -0.21  0.31
H6 -3.31 -1.09 0.45  0.49
H7 -0.72 -0.84 1.63  0.26
H8 -0.80 1.07 1.81  0.42
H9 -2.26 0.11 2.16  0.42
H10 -2.25 2.06 -0.91  0.33
H11 -3.74 1.02 -0.58  0.29
H12 -2.80 1.90 0.81  0.32
H13 0.00 1.26 -0.53  0.66
H14 -0.87 0.53 -1.90  0.46
H15 0.77 -1.25 -2.00  0.54
H16 0.65 -2.74 -0.36  0.33
H17 2.99 -2.03 0.88  0.05

---

No. 3
# C29H29N3O9

2 unconnected molecules or ions with the total composition C29H29N3O9 at a distorted geometry (wB97M-V/def2-TZVPD, the Open Molecules 2025 dataset).

For the energy above the lowest of the compared OMol25 structures with the same formula, charge and spin, the calculation gives 62.1 kJ/mol. As for the total energy: -53442.232 eV. Its LUMO energy is 0.26 eV. The net charge is 0. The SMILES is O=C1c2c(O)cc(O)cc2O[C@H](c2ccc(O)c(O)c2)[C@H]1O.CNC(=O)[C@H](Cc1c[nH]c2ccccc12)NC(C)=O.

Each line ends with the Mulliken charge.
Element x y z (Å)
O1 -6.85 0.82 7.33  -0.68
O2 3.86 1.24 -6.79  -0.88
O3 -4.33 2.22 2.57  -0.68
O4 0.03 2.04 -1.76  -0.60
O5 7.09 -6.01 -3.04  -0.60
O6 6.77 -3.84 -1.36  -0.61
O7 2.07 2.97 -5.95  -0.66
O8 5.27 -1.09 -6.64  -0.54
O9 3.24 -1.02 -3.49  -0.50
C1 -6.06 0.79 6.41  0.56
C2 3.73 0.61 -5.74  1.16
C3 -5.06 2.17 3.54  0.14
C4 -1.16 2.59 4.16  -0.88
C5 -2.03 1.56 4.21  0.45
C6 -1.57 -1.17 1.49  -1.07
C7 -0.46 -0.59 0.85  -0.36
C8 5.72 -4.94 -4.69  -0.67
C9 1.06 2.49 -3.86  -0.86
C10 1.65 0.51 -2.65  -0.14
C11 -2.17 -0.54 2.60  -0.15
C12 0.05 0.64 1.31  -0.97
C13 4.93 -3.85 -5.09  -0.76
C14 5.40 -2.76 -2.98  -0.74
C15 0.91 1.68 -2.74  0.79
C16 6.33 -4.94 -3.44  1.43
C17 6.17 -3.84 -2.59  0.30
C18 1.95 2.15 -4.87  -0.09
C19 2.55 0.15 -3.65  -0.25
C20 2.72 0.99 -4.76  0.17
C21 -1.67 0.68 3.10  0.99
C22 -0.55 1.25 2.42  -0.41
C23 4.75 -2.75 -4.23  -0.50
N1 -0.29 2.42 3.11  -0.01
N2 -6.38 2.19 3.27  -0.14
N3 -5.37 1.90 6.11  -0.07
C24 -5.90 -0.49 5.61  -1.01
C25 -7.55 2.37 4.12  -0.80
C26 4.69 -0.55 -5.43  0.10
C27 3.87 -1.59 -4.66  0.02
C28 -3.15 1.39 5.20  -0.77
C29 -4.46 2.18 4.99  0.24
H1 -0.14 1.29 -1.16  0.19
H2 7.13 -6.68 -3.74  0.29
H3 7.26 -4.67 -1.26  0.31
H4 2.74 2.55 -6.54  0.39
H5 5.46 -0.36 -7.26  0.36
H6 -1.16 3.43 4.85  0.43
H7 -1.96 -2.11 1.13  0.41
H8 0.00 -1.09 0.01  0.34
H9 5.84 -5.78 -5.37  0.27
H10 0.47 3.40 -3.94  0.45
H11 1.55 -0.15 -1.79  0.46
H12 -3.02 -1.00 3.08  0.44
H13 0.91 1.09 0.84  0.59
H14 4.47 -3.85 -6.07  0.40
H15 5.29 -1.92 -2.30  0.44
H16 0.43 3.08 2.87  0.19
H17 -6.55 2.16 2.28  0.29
H18 -5.56 2.66 6.75  0.28
H19 -5.03 -1.02 5.96  0.31
H20 -6.78 -1.11 5.76  0.34
H21 -5.80 -0.27 4.54  0.33
H22 -7.35 3.08 4.93  0.28
H23 -7.87 1.42 4.54  0.25
H24 -8.37 2.77 3.52  0.35
H25 5.49 -0.17 -4.79  0.25
H26 3.08 -1.98 -5.31  0.56
H27 -2.76 1.64 6.18  0.40
H28 -3.37 0.33 5.22  0.14
H29 -4.17 3.22 5.11  0.33

---

No. 4
# C24H43BrN5O3Sc

A molecular structure, C24H43BrN5O3Sc at a distorted geometry (wB97M-V/def2-TZVPD, the Open Molecules 2025 dataset).

For the energy above the lowest of the compared OMol25 structures with the same formula, charge and spin, the calculation gives 129.8 kJ/mol. As for the total energy: -129909.563 eV. Its LUMO energy is -4.85 eV. The net charge is +2.

Each line ends with the Mulliken charge.
Element x y z (Å)
Sc1 -0.95 0.51 1.34  0.38
C1 -2.98 -0.86 5.53  -0.63
O1 -3.62 -0.92 4.23  -0.41
C2 -2.98 -0.48 3.16  0.89
O2 -1.85 0.06 3.15  -0.49
N1 -3.72 -0.54 2.02  -0.30
N2 -3.13 -0.08 0.82  -0.21
H1 -2.80 0.21 5.88  0.29
H2 -2.06 -1.52 5.50  0.30
H3 -3.54 -1.38 6.35  0.27
H4 -4.65 -0.92 1.94  0.25
H5 -3.71 0.58 0.37  0.36
H6 -2.97 -0.91 0.28  0.33
C3 4.82 -3.92 -2.24  -1.63
C4 4.57 -3.37 -0.80  2.03
C5 4.65 -4.53 0.21  -1.62
C6 5.67 -2.35 -0.52  -1.91
C7 3.25 -2.67 -0.72  -0.36
C8 3.19 -1.52 0.08  -1.01
C9 1.90 -1.02 0.35  0.18
Br1 1.93 0.39 1.72  -0.19
C10 0.69 -1.53 -0.13  0.93
O3 -0.43 -1.00 0.41  0.03
C11 0.76 -2.68 -1.01  -0.96
C12 2.02 -3.18 -1.26  0.00
C13 -0.48 -3.41 -1.53  2.07
C14 -0.27 -4.48 -2.58  -1.99
C15 -1.29 -4.09 -0.33  -1.56
C16 -1.44 -2.40 -2.15  -1.66
H7 5.88 -4.32 -2.24  0.43
H8 4.63 -3.18 -3.05  0.34
H9 4.15 -4.75 -2.41  0.41
H10 5.52 -5.17 0.20  0.46
H11 3.86 -5.30 0.00  0.33
H12 4.43 -4.24 1.25  0.34
H13 6.70 -2.72 -0.70  0.39
H14 5.87 -1.93 0.46  0.29
H15 5.35 -1.54 -1.18  0.55
H16 4.05 -1.13 0.59  0.38
H17 2.16 -3.95 -1.98  0.52
H18 0.24 -5.40 -2.16  0.35
H19 0.31 -3.97 -3.39  0.44
H20 -1.30 -4.81 -2.95  0.43
H21 -0.63 -4.64 0.28  0.39
H22 -2.06 -4.75 -0.66  0.46
H23 -1.72 -3.30 0.23  0.23
H24 -1.07 -1.93 -2.97  0.51
H25 -1.62 -1.70 -1.35  -0.08
H26 -2.41 -2.82 -2.35  0.56
N3 -1.89 6.08 -1.50  -0.34
C17 -0.36 5.82 -1.13  0.23
C18 -0.01 6.61 0.06  -0.56
N4 1.16 6.09 0.75  -0.57
H27 -2.42 6.13 -0.59  0.37
H28 -2.25 5.19 -1.85  0.25
H29 -2.13 6.85 -2.10  0.36
H30 0.23 5.95 -2.07  0.37
H31 -0.44 4.73 -0.80  -0.14
H32 -0.85 6.61 0.80  0.27
H33 0.09 7.70 -0.03  0.38
H34 1.99 6.07 0.24  0.28
H35 1.03 5.08 0.98  0.14
C19 -1.55 1.45 -2.14  -1.29
C20 -1.78 2.30 -0.93  0.77
C21 -2.82 3.24 -0.77  -1.38
C22 -2.82 3.67 0.59  -1.13
C23 -1.64 3.11 1.13  1.43
C24 -1.08 3.23 2.54  -1.65
N5 -1.05 2.30 0.23  -0.25
H36 -1.13 2.07 -2.93  0.39
H37 -2.45 1.03 -2.55  0.34
H38 -0.81 0.61 -1.97  0.07
H39 -3.52 3.50 -1.55  0.89
H40 -3.54 4.42 1.07  0.46
H41 -0.01 3.13 2.54  0.38
H42 -1.53 2.44 3.19  0.38
H43 -1.37 4.17 3.04  0.46

---

No. 5
# C16H36B2NO9S

A molecular structure, C16H36B2NO9S at a distorted geometry (wB97M-V/def2-TZVPD, the Open Molecules 2025 dataset).

As for the total energy: -49278.359 eV. Its LUMO energy is -2.65 eV. The net charge is +1.

Each line ends with the Mulliken charge.
Element x y z (Å)
C1 0.00 -1.31 1.70  -1.02
C2 -0.41 -1.65 0.28  0.36
O1 -0.93 -2.94 0.17  -0.44
C3 -2.28 -3.04 -0.28  -1.17
C4 -3.25 -2.80 0.86  0.15
O2 -3.83 -3.98 1.49  -0.58
S1 -4.51 -3.34 2.80  1.19
O3 -3.50 -3.06 3.76  -0.58
O4 -5.63 -4.09 3.21  -0.61
O5 -4.98 -1.97 2.11  -0.30
C5 -4.46 -1.90 0.73  1.17
C6 -5.59 -2.54 -0.14  -1.24
B1 -6.87 -1.62 -0.37  0.80
O6 -7.38 -1.51 -1.65  -0.60
O7 -7.53 -0.98 0.63  -0.60
B2 -4.35 -0.44 0.15  0.83
O8 -3.91 -0.22 -1.15  -0.75
O9 -4.79 0.62 0.90  -0.39
C7 -3.97 0.95 2.02  -0.57
H1 0.52 -0.35 1.73  0.21
H2 -0.87 -1.21 2.36  0.27
H3 0.64 -2.09 2.13  0.30
H4 0.49 -1.54 -0.35  0.28
H5 -1.10 -0.87 -0.05  -0.18
H6 -2.41 -4.05 -0.65  0.41
H7 -2.45 -2.34 -1.09  0.51
H8 -2.64 -2.38 1.67  0.35
H9 -5.93 -3.45 0.36  0.47
H10 -5.16 -2.79 -1.11  0.07
H11 -7.39 -0.59 -1.94  0.30
H12 -6.98 -0.74 1.38  0.33
H13 -2.97 -0.08 -1.19  0.32
H14 -3.29 0.13 2.28  0.20
H15 -3.40 1.84 1.80  0.25
H16 -4.62 1.17 2.87  0.23
C8 1.66 3.08 -1.30  -1.54
C9 1.72 1.72 -0.61  -0.22
C10 2.90 1.42 0.30  -0.77
N1 4.30 1.43 -0.29  0.39
C11 4.82 2.85 -0.36  -0.47
C12 6.11 2.99 -1.15  -0.71
C13 6.00 2.34 -2.52  -0.59
C14 5.64 0.87 -2.35  -0.77
C15 4.32 0.73 -1.62  -0.62
C16 5.16 0.68 0.68  -1.02
H17 2.38 3.18 -2.11  0.35
H18 0.67 3.22 -1.74  0.45
H19 1.81 3.90 -0.59  0.34
H20 1.61 0.93 -1.35  0.33
H21 0.84 1.63 0.03  0.40
H22 2.77 0.42 0.70  0.55
H23 2.93 2.12 1.14  0.25
H24 4.04 3.46 -0.82  0.30
H25 4.94 3.19 0.67  0.33
H26 6.33 4.06 -1.25  0.41
H27 6.95 2.56 -0.60  0.32
H28 6.93 2.45 -3.07  0.38
H29 5.22 2.84 -3.11  0.27
H30 6.44 0.34 -1.83  0.33
H31 5.54 0.39 -3.33  0.39
H32 4.07 -0.32 -1.42  0.36
H33 3.53 1.16 -2.23  0.40
H34 4.81 -0.35 0.73  0.36
H35 5.08 1.15 1.65  0.36
H36 6.19 0.70 0.35  0.47

---

No. 6
# CH3PS4

CH3PS4 in the gas phase at a distorted geometry (wB97M-V/def2-TZVPD, the Open Molecules 2025 dataset).

For the energy above the lowest of the compared OMol25 structures with the same formula, charge and spin, the calculation gives 158.3 kJ/mol. As for the total energy: -53714.269 eV. Its LUMO energy (spin up / spin down) is -1.52 / -1.71 eV. The net charge is 0.

Each line ends with the Mulliken charge.
Element x y z (Å)
C1 0.07 -0.84 -0.99  -0.77
P1 0.08 -0.84 0.84  0.18
S1 -1.56 -0.15 -1.70  0.12
S2 -1.23 0.25 -3.58  -0.18
S3 0.27 1.56 3.04  -0.21
S4 0.64 1.16 1.06  -0.04
H1 0.86 -0.22 -1.42  0.36
H2 0.14 -1.86 -1.36  0.37
H3 -0.95 2.09 2.87  0.18

---

No. 7
# C4H4O2S

C4H4O2S in the gas phase at a distorted geometry (wB97M-V/def2-TZVPD, the Open Molecules 2025 dataset).

For the energy above the lowest of the compared OMol25 structures with the same formula, charge and spin, the calculation gives 301.7 kJ/mol. As for the total energy: -19139.864 eV. Its LUMO energy is 0.68 eV. The net charge is 0. The SMILES is O=C[C@@H]1OC=CS1.

Each line ends with the Mulliken charge.
Element x y z (Å)
C1 -0.19 -1.14 1.29  0.05
C2 0.33 0.23 0.69  0.12
C3 -0.53 0.39 -1.62  -0.19
C4 -1.43 0.81 -0.80  -0.21
H1 -1.46 -1.38 1.42  0.23
H2 0.99 0.57 1.61  0.29
H3 -0.88 0.12 -2.70  0.30
H4 -2.50 1.21 -0.84  0.32
O1 0.65 -1.79 1.77  -0.40
O2 -0.93 0.95 0.57  -0.38
S1 1.07 0.28 -0.97  -0.13

---

No. 8
# C10H16O

2 unconnected molecules or ions with the total composition C10H16O at a distorted geometry (wB97M-V/def2-TZVPD, the Open Molecules 2025 dataset).

For the energy above the lowest of the compared OMol25 structures with the same formula, charge and spin, the calculation gives 154.7 kJ/mol. As for the total energy: -12676.121 eV. Its LUMO energy is 0.85 eV. The net charge is 0. The SMILES is Cc1ccc(O)cc1.CCC.

Each line ends with the Mulliken charge.
Element x y z (Å)
C1 -0.49 0.47 3.14  -1.38
C2 1.87 0.47 0.27  -0.49
C3 1.19 0.83 1.40  -0.61
C4 1.45 -0.71 -0.43  -0.09
C5 0.15 -0.02 1.86  0.97
C6 0.59 -1.58 0.14  -0.12
C7 -0.15 -1.23 1.30  -0.54
O1 2.09 -1.02 -1.62  -0.53
H1 2.72 0.91 -0.24  0.38
H2 1.58 1.59 2.05  0.33
H3 2.78 -1.63 -1.43  0.34
H4 0.54 -2.48 -0.47  0.37
H5 0.10 1.24 3.62  0.36
H6 -0.66 -0.34 3.86  0.33
H7 -0.87 -1.92 1.72  0.41
H8 -1.48 0.91 2.96  0.25
C8 -1.62 1.12 -1.39  0.80
C9 -0.84 0.52 -2.51  -1.30
C10 -3.09 0.72 -1.32  -1.41
H9 -1.11 0.85 -0.46  -0.40
H10 -1.59 2.22 -1.33  0.27
H11 -1.41 0.56 -3.47  0.41
H12 -3.24 -0.34 -1.57  0.32
H13 -3.59 0.94 -0.38  0.38
H14 -0.87 -0.59 -2.59  0.27
H15 0.14 0.93 -2.68  0.31
H16 -3.69 1.32 -2.00  0.36

---

No. 9
# C12H29NNbO4

A molecular structure, C12H29NNbO4 at a distorted geometry (wB97M-V/def2-TZVPD, the Open Molecules 2025 dataset).

As for the total energy: -24138.720 eV. Its LUMO energy is 2.72 eV. The net charge is -1.

Each line ends with the Mulliken charge.
Element x y z (Å)
C1 -4.21 0.96 -1.98  -0.85
Nb1 -2.26 1.30 -0.80  -0.70
N1 -0.49 1.90 0.22  -0.73
C2 -0.40 3.17 0.44  0.92
C3 -0.12 4.26 -0.61  -1.04
C4 -0.54 3.63 1.93  -1.00
H1 -4.71 1.95 -2.09  0.31
H2 -4.86 0.21 -1.49  0.23
H3 -3.91 0.68 -3.01  0.24
H4 -3.14 2.62 0.11  -0.02
H5 -1.78 2.42 -2.17  -0.06
H6 -1.41 -0.04 -1.70  0.01
H7 -2.75 0.08 0.46  0.01
H8 -0.59 4.07 -1.59  0.27
H9 0.98 4.33 -0.79  0.19
H10 -0.51 5.24 -0.26  0.39
H11 -1.55 3.44 2.33  0.22
H12 -0.25 4.70 1.97  0.35
H13 0.21 3.07 2.52  0.25
O1 5.92 -0.32 0.71  -0.60
C5 5.14 0.15 -0.08  0.71
O2 4.03 0.73 0.36  -0.36
C6 3.13 1.49 -0.48  -0.24
C7 2.14 0.59 -1.18  -0.85
C8 5.37 0.02 -1.56  -0.88
H14 3.70 2.11 -1.17  0.28
H15 2.60 2.16 0.19  0.17
H16 2.64 -0.12 -1.84  0.34
H17 1.43 1.18 -1.76  0.27
H18 1.58 0.00 -0.45  0.25
H19 5.00 -0.95 -1.89  0.24
H20 6.44 0.09 -1.75  0.30
H21 4.89 0.81 -2.15  0.32
O3 -2.33 -2.08 -0.44  -0.33
C9 -2.12 -3.00 0.29  0.84
O4 -2.00 -2.78 1.61  -0.41
C10 -1.94 -3.82 2.58  -0.43
C11 -0.52 -4.33 2.75  -0.96
C12 -1.90 -4.39 -0.25  -1.14
H22 -2.64 -4.62 2.35  0.37
H23 -2.27 -3.38 3.52  0.32
H24 -0.14 -4.77 1.82  0.27
H25 -0.47 -5.09 3.53  0.35
H26 0.15 -3.51 3.01  0.30
H27 -0.86 -4.48 -0.56  0.24
H28 -2.55 -4.52 -1.12  0.32
H29 -2.15 -5.18 0.45  0.35

---

Among the records above, which one has the lowest net charge?
C12H29NNbO4

---

Which of these has the lowest net charge?
C12H29NNbO4